Record 1
The following is a quantum chemistry calculation of an isolated ion of composition C5H5FO3P and charge -1, from the Open Molecules 2025 dataset.

Cartesian coordinates (Å):
C  1.17  -0.15  3.60
C  0.74  0.50  2.66
C  0.60  0.73  0.38
C  0.28  1.22  1.60
C  -1.38  -0.93  -1.70
O  0.04  0.88  -3.37
O  1.37  -0.81  -1.81
O  -0.02  1.14  -0.71
F  -1.41  -2.06  -2.47
P  0.20  0.07  -2.08
H  1.31  -0.81  4.37
H  1.30  -0.13  0.43
H  -1.53  -1.19  -0.61
H  -0.47  1.93  1.65
H  -2.20  -0.39  -1.93

Output
- E: -23416.0138 eV
- Energy above the lowest of the compared OMol25 structures with the same formula, charge and spin: 0.0 kcal/mol
- Charge: -1
- Gap between HOMO and LUMO: 0.317 Ha

Record 2
The following is a quantum chemistry calculation of a 10-piece molecular cluster, C15H41N9O21S overall, from the Open Molecules 2025 dataset.

Cartesian coordinates (Å):
C  2.33  -0.28  -1.22
O  1.97  -1.10  -2.35
S  2.37  -0.54  -3.81
O  2.61  -1.72  -4.61
O  0.91  -0.08  -4.31
C  0.37  1.13  -3.71
C  -1.14  1.01  -3.60
C  -1.63  0.33  -2.32
C  -1.64  -1.20  -2.46
C  -3.01  0.85  -1.91
H  3.13  -0.76  -0.67
H  2.66  0.71  -1.53
H  1.46  -0.19  -0.59
H  0.79  1.28  -2.72
H  0.66  1.97  -4.34
H  -1.54  2.03  -3.65
H  -1.49  0.45  -4.47
H  -0.93  0.59  -1.52
H  -1.56  -1.69  -1.48
H  -0.80  -1.55  -3.06
H  -2.55  -1.55  -2.94
H  -2.92  1.73  -1.27
H  -3.57  0.10  -1.35
H  -3.60  1.14  -2.78
C  0.39  -3.44  -5.45
N  -0.93  -4.03  -5.80
O  -1.70  -4.27  -4.90
O  -1.14  -4.25  -6.98
H  0.43  -3.30  -4.38
H  1.16  -4.14  -5.79
H  0.49  -2.50  -5.97
C  2.20  4.03  1.04
N  1.26  3.36  0.12
O  0.08  3.38  0.38
O  1.73  2.81  -0.86
H  1.62  4.46  1.86
H  2.89  3.28  1.40
H  2.72  4.80  0.48
C  -1.95  1.93  2.95
N  -1.08  2.64  3.93
O  -1.61  3.12  4.92
O  0.10  2.72  3.67
H  -2.97  1.96  3.31
H  -1.83  2.45  2.01
H  -1.58  0.91  2.89
C  -0.66  7.83  0.68
N  0.81  7.74  0.49
O  1.48  8.73  0.66
O  1.25  6.65  0.16
H  -0.91  8.84  0.96
H  -1.13  7.55  -0.26
H  -0.92  7.11  1.45
C  0.05  -2.73  3.71
N  -0.59  -1.44  4.09
O  -1.70  -1.46  4.57
O  0.04  -0.42  3.87
H  -0.62  -3.54  3.97
H  0.26  -2.69  2.65
H  0.99  -2.80  4.26
C  3.63  -3.77  6.80
N  2.37  -4.41  6.32
O  1.49  -4.62  7.13
O  2.30  -4.67  5.14
H  3.54  -3.60  7.86
H  4.44  -4.46  6.56
H  3.75  -2.85  6.25
C  1.80  -7.17  1.95
N  1.22  -5.87  2.40
O  0.16  -5.89  2.98
O  1.86  -4.87  2.16
H  1.12  -7.96  2.24
H  1.91  -7.11  0.87
H  2.77  -7.27  2.42
C  -5.49  9.18  0.28
N  -4.07  8.78  0.14
O  -3.75  7.67  0.50
O  -3.31  9.60  -0.33
H  -6.04  8.35  0.71
H  -5.52  10.06  0.92
H  -5.85  9.43  -0.71
C  1.24  -6.44  -3.45
N  1.71  -6.92  -2.12
O  1.14  -7.87  -1.62
O  2.63  -6.32  -1.60
H  0.41  -7.07  -3.76
H  0.93  -5.41  -3.32
H  2.08  -6.51  -4.13

Output
- E: -83437.8283 eV
- Gap between HOMO and LUMO: 0.360 Ha

Record 3
The following is a quantum chemistry calculation of a 2-piece molecular cluster, C8H8N4O4 overall, from the Open Molecules 2025 dataset.

Cartesian coordinates (Å):
C  -1.71  -0.79  -0.25
C  -2.69  -1.24  0.70
C  -3.78  -0.60  1.08
C  -3.13  1.23  -0.35
C  3.63  1.11  0.34
C  4.33  -0.15  0.27
C  3.40  -1.22  0.03
C  1.49  0.14  -0.72
H  -1.31  0.84  -1.35
H  -2.72  -2.35  0.84
H  -4.52  -1.05  1.69
H  -4.60  1.38  1.06
H  2.05  2.16  -0.36
H  5.46  -0.15  0.60
H  3.78  -2.21  -0.16
H  1.54  -1.96  -0.67
N  -1.91  0.58  -0.62
N  -3.92  0.78  0.67
N  2.33  1.19  -0.20
N  2.18  -1.09  -0.50
O  -0.86  -1.40  -0.84
O  -3.51  2.33  -0.83
O  4.02  2.20  0.82
O  0.43  0.26  -1.25

Output
- E: -22575.5840 eV
- Energy above the lowest of the compared OMol25 structures with the same formula, charge and spin: 77.2 kcal/mol
- Gap between HOMO and LUMO: 0.349 Ha

Record 4
The following is a quantum chemistry calculation of a 4-piece molecular cluster, C27H60NO10 overall, from the Open Molecules 2025 dataset.

Cartesian coordinates (Å):
C  0.03  -4.96  -0.24
C  0.35  -4.11  -1.44
O  -0.46  -4.53  -2.56
C  -1.17  -3.53  -3.23
C  -2.49  -3.38  -2.53
N  -3.56  -3.95  -2.96
C  -4.75  -3.87  -2.08
C  -5.16  -5.26  -1.54
C  -4.44  -6.45  -2.18
C  -4.27  -2.85  -1.01
C  -2.76  -2.66  -1.25
H  0.14  -6.01  -0.48
H  -0.98  -4.79  0.14
H  0.73  -4.72  0.57
H  1.39  -4.22  -1.74
H  0.17  -3.05  -1.24
H  -0.64  -2.57  -3.24
H  -1.33  -3.85  -4.26
H  -3.57  -4.49  -3.81
H  -5.55  -3.45  -2.68
H  -4.99  -5.27  -0.47
H  -6.23  -5.37  -1.69
H  -4.63  -6.52  -3.25
H  -3.36  -6.43  -2.02
H  -4.82  -7.37  -1.74
H  -4.78  -1.90  -1.13
H  -4.49  -3.23  -0.02
H  -2.12  -3.05  -0.46
H  -2.46  -1.62  -1.39
C  0.09  -0.28  0.88
O  0.63  0.35  -0.25
C  -0.17  0.17  -1.39
C  0.35  0.97  -2.56
O  -0.01  2.33  -2.49
C  0.89  3.17  -1.78
C  2.08  3.61  -2.61
O  3.04  2.58  -2.65
C  4.13  2.91  -3.49
H  0.00  -1.36  0.73
H  0.77  -0.10  1.71
H  -0.90  0.12  1.14
H  -1.21  0.48  -1.19
H  -0.18  -0.91  -1.67
H  -0.11  0.58  -3.48
H  1.44  0.85  -2.64
H  1.23  2.68  -0.86
H  0.31  4.05  -1.51
H  2.51  4.52  -2.16
H  1.74  3.87  -3.62
H  3.80  3.06  -4.52
H  4.83  2.08  -3.45
H  4.63  3.82  -3.15
C  -0.63  11.23  1.92
O  -0.79  10.45  0.75
C  -0.71  11.23  -0.42
C  -0.79  10.34  -1.64
O  0.43  9.66  -1.91
C  0.60  8.43  -1.24
C  0.03  7.26  -2.01
O  -1.38  7.19  -1.85
C  -1.97  6.26  -2.72
H  -1.40  12.00  1.98
H  -0.72  10.56  2.77
H  0.35  11.71  1.94
H  0.23  11.79  -0.44
H  -1.54  11.95  -0.45
H  -0.98  10.97  -2.51
H  -1.61  9.63  -1.54
H  0.17  8.46  -0.24
H  1.68  8.28  -1.15
H  0.48  6.33  -1.64
H  0.28  7.37  -3.07
H  -1.83  6.56  -3.77
H  -3.03  6.23  -2.50
H  -1.55  5.26  -2.59
C  1.32  -7.78  6.99
O  1.91  -6.97  6.01
C  1.25  -7.08  4.76
C  1.87  -6.14  3.75
O  1.43  -4.80  3.87
C  2.02  -4.03  4.91
C  3.37  -3.45  4.54
O  4.37  -4.44  4.60
C  5.63  -3.95  4.21
H  1.35  -8.84  6.71
H  1.89  -7.65  7.91
H  0.27  -7.50  7.17
H  0.18  -6.85  4.87
H  1.34  -8.11  4.38
H  1.54  -6.46  2.76
H  2.96  -6.20  3.80
H  2.12  -4.62  5.82
H  1.34  -3.20  5.10
H  3.61  -2.63  5.23
H  3.32  -3.03  3.52
H  5.62  -3.60  3.17
H  6.34  -4.77  4.31
H  5.95  -3.12  4.85

Output
- E: -50925.8498 eV
- Charge: +1
- Gap between HOMO and LUMO: 0.255 Ha

| no. | LUMO (eV) | largest force on an atom (Eh/bohr) |
| --- | --- | --- |
| 1 | 3.635 | 0.07672 |
| 2 | -0.282 | 0.00514 |
| 3 | 0.315 | 0.09769 |
| 4 | -3.646 | 0.00535 |